1.
Computed, not measured: C4H8O as an isolated structure, with ωB97M-V/def2-TZVPD.

Summary:
**Energy above the lowest of the compared OMol25 structures with the same formula, charge and spin**: 78.6 kcal per mole
**HOMO energy**: -8.99 eV
**Frontier orbital gap**: 9.923 eV
**F_max**: 3.86 eV Å⁻¹
**Charge**: 0

CARTESIAN COORDINATES (ANGSTROEM)
C  0.6999  1.0648  -0.9357
C  -0.6978  0.5097  -0.1106
C  -0.3440  -0.5407  0.9579
C  -0.1465  -1.8749  0.4388
O  -0.0379  -2.0983  -0.7598
H  1.0083  0.3048  -1.6685
H  1.6089  1.3620  -0.3550
H  0.3160  1.9572  -1.4109
H  -1.1443  1.3865  0.3498
H  -1.2370  0.0487  -0.9289
H  0.5078  0.1305  0.3803
H  -0.4993  -0.3625  2.0268
H  -0.0271  -2.6952  1.1791

Force components x, y, z for each atom (eV/Å):
C -1.068 0.122 -0.090
C 0.589 1.215 -1.510
C 1.505 0.592 -0.410
C 0.197 0.117 -0.236
O -0.159 -0.209 0.275
H -0.299 0.286 0.264
H -0.943 -0.315 0.080
H 0.230 0.191 -0.450
H -0.127 -0.090 -0.205
H -0.433 0.146 -0.014
H 0.641 -2.282 3.041
H -0.024 0.091 -0.618
H -0.109 0.137 -0.126

Here are the Löwdin charges for atoms 1 to 8, given in e: C -0.068; C -0.190; C -0.166; C -0.320; O -0.016; H 0.076; H 0.091; H 0.059

***

2.
Computed, not measured: C5H9NO2 as an isolated structure, with ωB97M-V/def2-TZVPD.

Summary:
**Energy above the lowest of the compared OMol25 structures with the same formula, charge and spin**: 92.3 kcal per mole
**HOMO energy**: -8.52 eV
**Frontier orbital gap**: 9.288 eV
**F_max**: 3.15 eV Å⁻¹
**Charge**: 0

CARTESIAN COORDINATES (ANGSTROEM)
C  -2.5672  -0.2118  0.3452
N  -1.2771  0.4476  0.3728
C  2.4814  0.4907  0.2153
C  -0.3368  0.1363  -0.5899
C  2.4556  -0.1695  1.3455
C  -0.3222  -0.9143  -1.4114
O  0.7910  0.9056  -0.4124
O  2.9953  1.0975  -0.7224
H  1.4852  1.5316  -0.9919
H  -1.3127  1.4356  0.5884
H  -3.1899  0.2014  1.1368
H  -2.4270  -1.2779  0.5305
H  -3.0905  -0.0935  -0.6123
H  1.5218  -0.3550  1.8441
H  3.3844  -0.4815  1.7944
H  -1.1819  -1.5514  -1.5218
H  0.5905  -1.1915  -1.9109

Force components x, y, z for each atom (eV/Å):
C 0.082 -0.080 -0.082
N -0.199 0.440 -0.244
C 1.655 1.153 -1.651
C 0.357 -0.361 -0.060
C -0.363 -0.155 0.240
C -0.171 0.127 0.042
O 1.021 1.935 0.034
O -0.039 -0.873 1.621
H -2.382 -2.020 0.376
H 0.085 -0.136 -0.044
H 0.042 -0.047 -0.013
H -0.063 0.009 0.011
H 0.046 -0.010 0.040
H -0.087 -0.127 -0.027
H 0.101 0.043 -0.080
H -0.112 -0.040 0.002
H 0.026 0.142 -0.166

Here are the Löwdin charges for atoms 1 to 8, given in e: C -0.104; N -0.022; C -0.344; C -0.450; C 0.037; C 0.080; O -0.053; O 0.021

***

3.
Computed, not measured: C8H22CsN2O6S as an isolated structure, with ωB97M-V/def2-TZVPD.

Summary:
**Energy above the lowest of the compared OMol25 structures with the same formula, charge and spin**: 286.5 kcal per mole
**HOMO energy**: -3.35 eV
**Frontier orbital gap**: 5.216 eV
**F_max**: 15.39 eV Å⁻¹
**Charge**: -1

CARTESIAN COORDINATES (ANGSTROEM)
Cs  -6.9451  9.0479  24.3282
S  -6.7087  9.6880  26.9305
O  -7.8926  9.9687  26.1357
O  -6.3344  10.9235  27.6383
O  -7.0175  8.6424  27.8847
O  -5.5916  9.1791  26.0877
C  -7.2109  11.8928  24.3558
C  -8.7137  11.8457  24.0087
C  -9.1739  10.3839  23.7241
O  -8.6214  9.7860  22.5408
C  -9.0121  10.3854  21.3015
N  -9.4937  12.4713  25.0737
H  -6.9792  11.3318  25.2612
H  -6.7886  12.8938  24.4427
H  -6.5788  11.4197  23.6044
H  -8.8314  12.4675  23.1212
H  -10.2610  10.3502  23.6517
H  -9.0239  9.7615  24.6062
H  -10.0481  10.1246  21.0850
H  -8.4172  10.0394  20.4563
H  -8.8667  11.4630  21.2250
H  -10.3978  12.1276  24.7829
H  -9.4959  13.4788  25.0021
C  -4.2797  8.1601  24.3686
C  -5.1551  7.1790  25.0391
C  -4.9085  5.6922  24.6933
O  -6.0594  4.7992  24.8682
C  -6.2453  4.4212  26.2339
N  -5.0581  7.4425  26.4934
H  -3.2191  7.9086  24.3582
H  -4.3863  9.1544  24.8024
H  -4.5854  8.2840  23.3297
H  -6.1476  7.3482  24.6215
H  -3.9507  5.3631  25.0963
H  -4.7407  5.5906  23.6211
H  -6.3090  5.2759  26.9073
H  -5.3453  3.8893  26.5424
H  -7.1011  3.7907  26.4750
H  -5.6885  6.8664  27.0326
H  -5.3913  8.3761  26.6870

Force components x, y, z for each atom (eV/Å):
Cs -1.744 -1.698 -10.100
S -0.888 3.905 7.891
O -2.678 0.768 1.917
O 0.474 -0.426 -0.970
O -0.119 -0.986 0.097
O -2.565 15.138 -1.122
C 0.714 0.430 -0.263
C 2.140 0.189 -0.118
C -2.031 1.317 -0.266
O -0.614 1.178 -1.150
C -0.251 -0.063 0.090
N -0.535 -1.337 -0.254
H -0.346 1.306 -0.076
H -0.454 0.288 0.121
H -0.216 0.437 -0.618
H -0.078 -0.331 -0.585
H -0.490 0.374 -0.456
H -0.448 0.538 -0.442
H -0.222 0.186 -0.024
H 0.282 -0.708 0.419
H -0.218 0.181 0.606
H -0.918 0.584 0.771
H 0.102 0.045 -0.164
C 1.889 0.417 -1.915
C 0.081 -2.716 2.485
C -0.263 0.303 -1.154
O 0.458 0.608 0.853
C 1.002 0.337 0.490
N 3.445 -11.471 1.127
H 0.050 -0.259 0.193
H 0.741 -0.516 -0.251
H 0.292 -0.263 -0.467
H 1.452 -2.712 0.832
H -0.260 -0.494 0.870
H -0.135 0.272 -0.350
H -0.171 0.005 -0.225
H 0.110 -0.282 0.220
H -0.206 -0.048 -0.943
H 0.225 -0.587 -0.147
H 2.396 -3.909 3.079

Here are the Löwdin charges for atoms 1 to 8, given in e: Cs 2.269; S 0.213; O -0.703; O -0.338; O -0.308; O -0.700; C -0.150; C -0.410